Record 1
{"formula": "FH3OSi", "method": "the ωB97M-V functional and the def2-TZVPD basis", "charge": 0, "e_above_lowest_ev": 3.384, "multiplicity": 1, "homo_ev": -11.3, "lumo_ev": -1.06, "orbital_gap_ev": 10.204, "smiles": "O=[SiH2].F", "elements": ["Si", "F", "O", "H", "H", "H"], "coordinates": [[-1.107904, 0.000777, -0.022734], [2.505160, 0.105810, -0.314589], [0.323049, -0.488910, 0.164046], [-1.603522, 0.538812, 1.196277], [1.770365, -0.078324, 0.246574], [-1.887146, -0.078166, -1.269576]], "forces_ev_per_angstrom": [[1.294, -0.521, -0.091], [1.343, 0.486, 0.003], [-1.276, -0.343, -0.119], [-1.088, 0.583, 0.538], [-0.181, -0.255, -0.471], [-0.091, 0.050, 0.141]]}

---

Record 2
{"formula": "C5H6O2", "method": "the ωB97M-V functional and the def2-TZVPD basis", "charge": 0, "e_above_lowest_ev": 2.472, "multiplicity": 1, "homo_ev": -9.9, "lumo_ev": 0.97, "orbital_gap_ev": 10.822, "elements": ["O", "O", "C", "C", "C", "C", "C", "H", "H", "H", "H", "H", "H"], "coordinates": [[-0.764670, -0.985988, -0.877091], [0.997826, -0.909471, 0.520306], [0.627708, -0.619876, -0.833115], [0.757872, 0.788123, -0.922222], [0.395645, 1.347536, 0.243684], [0.096728, 0.094949, 1.001624], [-1.180610, -0.596672, 0.408899], [-2.035530, 0.074616, 0.310961], [1.082024, -1.284274, -1.631132], [1.123856, 1.222717, -1.896878], [0.155580, 0.062138, 2.132724], [0.167067, 2.403051, 0.584137], [-1.423495, -1.596849, 0.958103]], "forces_ev_per_angstrom": [[0.358, 0.531, -0.147], [0.424, 0.602, -1.203], [0.873, -4.626, -1.090], [1.094, 4.275, -2.066], [-0.237, 0.220, -0.467], [-0.880, -1.522, 3.426], [-1.288, -1.118, 1.171], [-0.138, -0.175, 0.298], [0.032, 0.932, 1.250], [-0.762, -0.069, 1.336], [-0.275, 0.425, -1.359], [0.558, -1.567, -0.675], [0.241, 2.093, -0.474]]}

---

Record 3
{"formula": "C32H56MoN3OP2", "method": "the ωB97M-V functional and the def2-TZVPD basis", "charge": 3, "e_above_lowest_ev": 0.000, "multiplicity": 3, "s2": 2.32, "homo_ev": [-17.8, -18.0], "lumo_ev": [-11.11, -11.54], "orbital_gap_ev": [6.660, 6.479], "elements": ["Mo", "P", "P", "O", "N", "N", "N", "C", "C", "C", "C", "C", "C", "C", "C", "C", "C", "C", "C", "C", "C", "C", "C", "C", "C", "C", "C", "C", "C", "C", "C", "C", "C", "C", "C", "C", "C", "C", "C", "H", "H", "H", "H", "H", "H", "H", "H", "H", "H", "H", "H", "H", "H", "H", "H", "H", "H", "H", "H", "H", "H", "H", "H", "H", "H", "H", "H", "H", "H", "H", "H", "H", "H", "H", "H", "H", "H", "H", "H", "H", "H", "H", "H", "H", "H", "H", "H", "H", "H", "H", "H", "H", "H", "H", "H"], "coordinates": [[-0.211258, -0.076497, -0.080305], [0.602968, -2.360600, 0.153106], [0.008211, 2.279018, -0.833825], [-2.171266, -0.190067, 2.351679], [1.153106, 0.757203, 1.440148], [-1.333549, -0.075457, -1.737290], [1.507721, -0.223743, -1.620111], [1.515616, -4.554433, 1.731294], [0.211920, 1.535558, -2.617239], [-1.314203, 1.473738, -5.151338], [1.453179, 4.538747, -1.621976], [0.728989, -3.231092, 1.826400], [-1.826300, -3.173441, -0.952801], [-0.313549, -3.451236, -1.109355], [-1.582120, 3.323355, -0.902340], [3.301231, -0.438738, -3.714448], [-1.454290, -0.923506, -4.673475], [2.423377, -1.212563, -1.614118], [1.602709, 1.027366, 2.483349], [-3.323085, 0.579482, -3.882093], [2.295756, 0.530571, -3.746849], [-1.485392, 4.620937, -0.090116], [1.409238, 0.615321, -2.682330], [-0.696774, -3.495091, 2.339761], [3.389293, -1.286438, -2.615729], [-1.055712, 0.609712, -2.780187], [1.465401, 3.419459, -0.548086], [-1.438833, -0.147467, 1.424254], [-0.020323, -4.939741, -0.889337], [2.761714, 2.604037, -0.671476], [-2.740233, 2.494432, -0.323540], [1.291544, 1.448071, 4.918613], [1.465129, -2.315497, 2.817555], [2.328923, -2.231788, -0.486535], [1.369265, 3.980498, 0.895611], [-1.921106, 3.685556, -2.353205], [0.148831, -3.133399, -2.535953], [2.267232, 1.311877, 3.728545], [-1.800669, 0.457942, -4.119833], [-0.750184, 5.322510, -0.499753], [4.009377, -0.522258, -4.543200], [-2.374495, -4.114485, -1.122870], [-1.267281, -2.566833, 2.489829], [2.850776, 2.237837, 3.596477], [-1.945189, -1.088694, -5.641971], [-2.113713, -2.800724, 0.044753], [-0.473171, -5.491152, -1.727083], [2.986340, 0.497442, 3.910838], [1.915826, -4.781009, 2.730400], [3.602051, 3.237023, -0.339168], [2.466288, -2.031415, 2.463745], [-1.785769, -1.717651, -3.994931], [-0.471927, -5.327822, 0.030545], [0.010345, -2.074279, -2.786922], [-2.760347, 4.402477, -2.335461], [-2.465098, 5.120300, -0.142676], [-1.274684, 4.436634, 0.969541], [-0.369814, -1.010134, -4.829524], [-2.843802, 1.516549, -0.815825], [2.191651, 1.249851, -4.567761], [-0.608653, -4.002131, 3.312816], [-1.097134, 4.179330, -2.887843], [-3.803212, -0.398516, -4.006620], [1.209277, 5.518005, -1.185325], [2.974175, -1.931001, 0.356128], [-3.672431, 3.059257, -0.492048], [0.839209, 3.294873, 1.571281], [1.057337, -5.153078, -0.907490], [1.829275, 1.736388, 5.828568], [-3.787619, 1.266320, -4.602699], [-0.243567, 1.332111, -5.353142], [0.774660, 4.349313, -2.466146], [2.367839, -4.499531, 1.039852], [-2.250218, 2.803809, -2.923189], [0.871966, 4.959996, 0.928772], [2.460306, 4.625155, -2.057821], [0.907732, -1.402486, 3.056167], [4.159289, -2.053358, -2.516071], [-0.455307, -3.730637, -3.237938], [2.737590, 1.709310, -0.038364], [-3.562537, 0.931760, -2.871895], [1.600116, -2.875190, 3.756640], [1.201874, -3.397091, -2.702360], [0.280397, 2.347512, -3.351146], [0.874762, -5.399549, 1.456170], [-1.266613, -4.152042, 1.667439], [2.380936, 4.120374, 1.305845], [0.782268, 0.492953, 5.102342], [-2.176820, -2.423503, -1.677970], [0.533527, 2.214202, 4.707079], [-1.485073, 2.510179, -4.839309], [-1.854756, 1.319765, -6.096031], [2.949669, 2.306351, -1.713510], [-2.628939, 2.327304, 0.757983], [2.695705, -3.220807, -0.812769]], "forces_ev_per_angstrom": [[1.713, 0.210, -2.782], [0.709, -1.895, -0.165], [-0.126, 0.940, -1.586], [3.709, 0.262, -4.570], [0.283, -0.215, 1.953], [1.938, 1.484, 0.787], [-0.775, -0.353, -0.018], [0.081, -0.224, 0.074], [-0.539, 0.600, 0.417], [0.160, 0.320, -0.124], [0.389, 0.226, -0.183], [-0.184, 0.147, 0.002], [-0.334, -0.038, -0.124], [-0.068, 0.093, 0.087], [-0.293, -0.130, 0.002], [0.226, 0.133, 0.126], [0.156, -0.599, 0.013], [0.041, 0.160, 0.375], [-0.449, -0.680, -2.241], [-0.387, -0.108, 0.145], [-0.428, 0.439, -0.015], [0.091, 0.169, 0.181], [0.146, -0.382, 0.359], [-0.022, -0.129, 0.049], [-0.130, -0.337, 0.060], [-0.055, -0.110, -0.238], [-0.002, -0.166, 0.101], [-6.021, -0.288, 6.840], [-0.001, -0.254, 0.108], [0.237, -0.053, -0.109], [-0.203, -0.166, -0.035], [-0.440, -0.047, -0.069], [0.138, 0.108, 0.113], [0.419, 0.228, -0.039], [0.036, 0.245, 0.184], [-0.138, 0.068, -0.311], [0.060, 0.349, -0.100], [0.387, 0.320, 0.747], [0.086, 0.218, -0.177], [-0.233, -0.201, 0.148], [-0.208, 0.038, 0.324], [0.080, 0.423, 0.035], [0.159, -0.325, 0.034], [-0.144, -0.237, -0.064], [0.078, 0.204, 0.261], [0.074, -0.241, -0.241], [0.101, 0.177, 0.210], [-0.143, 0.174, -0.153], [-0.069, 0.088, -0.291], [-0.300, -0.224, -0.205], [-0.175, -0.096, 0.113], [0.053, 0.128, -0.162], [0.179, 0.072, -0.316], [0.050, -0.340, 0.003], [0.265, -0.322, -0.032], [0.249, -0.214, -0.008], [-0.061, 0.079, -0.233], [-0.207, -0.111, -0.013], [-0.107, 0.380, 0.158], [0.130, -0.475, 0.223], [-0.127, 0.158, -0.258], [-0.338, -0.151, 0.153], [0.069, 0.219, 0.069], [0.012, -0.377, -0.229], [-0.140, -0.031, -0.261], [0.278, -0.261, 0.169], [0.052, 0.320, -0.104], [-0.316, -0.033, 0.069], [-0.023, -0.099, -0.340], [0.210, -0.174, 0.206], [-0.224, 0.088, -0.086], [0.244, 0.125, 0.331], [-0.188, -0.108, 0.250], [0.064, 0.387, 0.177], [0.194, -0.484, 0.033], [-0.297, 0.026, 0.159], [-0.033, -0.193, -0.067], [-0.202, 0.232, -0.299], [0.176, 0.208, 0.243], [0.173, 0.202, -0.204], [-0.039, -0.020, -0.262], [-0.067, 0.220, -0.295], [-0.258, -0.031, 0.034], [-0.138, -0.448, 0.002], [0.334, 0.325, 0.043], [0.177, 0.181, 0.284], [-0.249, -0.039, -0.194], [0.127, 0.271, 0.015], [0.104, -0.342, 0.217], [0.221, -0.185, 0.129], [0.027, -0.175, -0.147], [0.163, 0.009, 0.318], [0.057, 0.098, 0.396], [-0.048, 0.151, -0.218], [-0.174, 0.409, 0.041]]}

---

Record 4
{"formula": "C7H16O3", "method": "the ωB97M-V functional and the def2-TZVPD basis", "charge": 0, "e_above_lowest_ev": 3.034, "multiplicity": 1, "homo_ev": -9.0, "lumo_ev": 0.49, "orbital_gap_ev": 9.484, "smiles": "C=C(/C=C/CO)CC.O.O", "elements": ["O", "O", "O", "C", "C", "C", "C", "C", "C", "C", "H", "H", "H", "H", "H", "H", "H", "H", "H", "H", "H", "H", "H", "H", "H", "H"], "coordinates": [[3.172385, -0.223594, 2.187394], [1.793419, -1.587175, -0.588221], [0.556496, -1.291324, 2.440736], [-0.531206, 0.031779, 0.265988], [0.271474, 0.897888, -2.989254], [-1.177045, 0.474945, -0.970539], [-2.461258, 0.432166, -1.299500], [-0.497963, -0.381163, 2.695844], [-1.262313, -0.195883, 1.351260], [-0.292868, 1.563107, -1.647573], [0.523428, -0.144384, 0.316820], [0.309644, 1.706560, -3.718845], [-3.020828, 0.788895, -2.168629], [-2.261761, 0.186028, 1.370570], [-0.359061, 0.095209, -3.366506], [1.552152, -2.521710, -0.500814], [-3.112496, -0.368220, -0.941868], [-0.118761, 0.589986, 3.034382], [-0.793059, 2.512523, -1.800388], [0.594252, 1.692010, -1.021825], [1.309550, 0.645220, -2.778721], [2.694880, -0.625717, 2.926209], [2.628083, -0.542972, 1.433791], [0.961423, -1.168263, -0.857935], [-1.248043, -0.759110, 3.393479], [0.769476, -1.806804, 3.234137]], "forces_ev_per_angstrom": [[-0.562, -0.431, -0.437], [-0.175, -0.336, -0.293], [0.197, -0.492, 0.648], [-1.757, -1.333, -0.211], [-0.147, 1.985, 0.867], [0.696, 3.661, -0.162], [-1.436, -2.485, -0.596], [-1.539, -0.370, -1.339], [1.952, 1.390, 1.544], [0.608, -2.554, -0.881], [0.245, 0.368, 0.077], [0.045, -0.212, -0.360], [1.066, 0.945, 0.052], [-0.645, -0.339, 0.160], [0.245, -0.049, 0.116], [0.191, 0.275, 0.058], [0.302, 0.055, 0.819], [-0.038, -0.134, 0.041], [-0.188, -0.091, -0.065], [-0.273, 0.491, 0.042], [-0.128, -0.636, -0.332], [0.222, 0.279, -0.171], [0.571, 0.240, 0.437], [0.450, -0.398, -0.139], [0.359, -0.115, 0.394], [-0.260, 0.285, -0.270]]}

---

no.,total energy (Eh)
1,-466.3661
2,-344.5111
3,-2242.4111
4,-501.9315